Below is a cluster of 16 separate species, H30O19S in total at a distorted geometry, with properties calculated with ωB97M-V/def2-TZVPD.

For the energy relative to the best compared isomer or geometry (same formula, charge and spin), the calculation gives 87.0 kcal/mol. As for the orbital gap: 0.3210 Ha. The calculation puts the HOMO energy at -0.150 Ha.

Structure (ORCA input):
```
! wB97M-V def2-TZVPD RIJCOSX def2/J DEFGRID3
* xyz -2 1
S 0.07 -0.23 0.34
O 0.53 -0.51 -1.01
O 0.99 -0.76 1.33
O 0.09 1.21 0.42
O -1.24 -0.75 0.57
O 2.76 0.08 -1.95
H 1.90 -0.14 -1.64
H 2.92 0.99 -1.94
O -0.61 2.91 -1.29
H -0.35 2.54 -2.07
H -0.27 2.30 -0.60
O -3.64 -1.12 0.04
H -3.71 -0.50 -0.70
H -2.71 -0.94 0.26
O 2.66 -2.58 0.70
H 2.29 -2.70 -0.17
H 2.04 -1.92 1.07
O 3.21 -0.03 2.12
H 2.29 -0.29 1.86
H 3.47 -0.72 2.71
O 1.20 -2.92 -1.51
H 0.88 -2.02 -1.25
H 0.40 -3.31 -1.84
O 0.24 2.21 3.00
H 1.14 2.30 3.35
H 0.33 1.92 2.11
O 0.64 1.77 -3.43
H 1.34 1.24 -3.11
H 0.08 1.27 -4.02
O -1.31 -3.25 0.35
H -1.39 -2.31 0.35
H -1.61 -3.55 -0.51
O -0.74 -1.28 -2.97
H -0.17 -0.91 -2.27
H -0.14 -1.31 -3.67
O 0.67 -1.40 3.59
H 0.81 -1.00 2.67
H 1.21 -0.84 4.08
O -2.46 0.62 -2.16
H -1.85 -0.02 -2.35
H -2.01 1.43 -2.16
O -2.88 0.08 2.58
H -2.51 -0.37 1.88
H -2.70 -0.45 3.36
O -2.52 2.50 0.75
H -2.19 1.59 0.88
H -2.21 2.66 -0.14
O 2.07 2.77 0.71
H 1.73 3.55 1.14
H 1.26 2.18 0.54
*
```


Below is the molecule C4H5N3 at a distorted geometry, with properties calculated with ωB97M-V/def2-TZVPD.

Its structure (SMILES) is [H]/N=C/N=C\CC#N. For the energy relative to the best compared isomer or geometry (same formula, charge and spin), the calculation gives 80.0 kcal/mol. As for the orbital gap: 0.3693 Ha. The calculation puts the HOMO energy at -0.366 Ha.

Structure (ORCA input):
```
! wB97M-V def2-TZVPD RIJCOSX def2/J DEFGRID3
* xyz 0 1
H -1.03 0.40 2.36
N -0.61 0.24 1.45
C 0.54 0.77 1.36
N 1.47 0.42 0.36
C 1.05 -0.48 -0.42
C -0.27 -0.68 -1.06
C -1.43 0.20 -0.99
N -2.34 0.88 -1.20
H 1.01 1.38 2.13
H 1.76 -1.20 -0.85
H -0.55 -1.72 -1.27
H 0.40 -0.22 -1.88
*
```


Below is the molecule C7H12N2O at a distorted geometry, with properties calculated with ωB97M-V/def2-TZVPD.

Its structure (SMILES) is C=C(C)C(=C)N(N)C(C)=O. For the energy relative to the best compared isomer or geometry (same formula, charge and spin), the calculation gives 72.5 kcal/mol. As for the orbital gap: 0.3236 Ha. The calculation puts the HOMO energy at -0.315 Ha.

Structure (ORCA input):
```
! wB97M-V def2-TZVPD RIJCOSX def2/J DEFGRID3
* xyz 0 1
C 1.65 -1.27 -0.68
C 0.83 -0.62 0.17
C 0.79 -1.01 1.63
C 0.59 0.92 -0.10
C 1.58 1.81 -0.05
N -0.75 1.13 -0.31
N -1.33 2.26 0.35
C -1.52 -0.15 -0.23
C -1.45 -1.10 -1.40
O -2.54 -0.13 0.47
H 1.74 -0.98 -1.73
H 2.24 -2.13 -0.38
H -0.17 -0.77 2.09
H 1.56 -0.49 2.20
H 0.94 -2.09 1.76
H 2.62 1.50 0.01
H 1.35 2.87 -0.13
H -1.47 1.99 1.33
H -2.29 2.29 0.01
H -2.45 -1.18 -1.83
H -0.75 -0.76 -2.16
H -1.18 -2.09 -1.03
*
```


Below is a structure of composition C32H70BGeN9OP3SeTi at a distorted geometry, with properties calculated with ωB97M-V/def2-TZVPD.

As for the expectation value of S²: 0.7528. For the energy relative to the best compared isomer or geometry (same formula, charge and spin), the calculation gives 51.8 kcal/mol. As for the orbital gap (spin up / spin down): 0.2127 / 0.2253 Ha. The calculation puts the HOMO energy (spin up / spin down) at -0.406 / -0.406 Ha.

Structure (ORCA input):
```
! wB97M-V def2-TZVPD RIJCOSX def2/J DEFGRID3
* xyz 2 2
Ti 15.04 -9.36 10.63
C 13.29 -10.83 7.73
C 13.73 -11.61 8.92
C 13.50 -12.97 9.23
C 14.39 -13.38 10.25
C 14.48 -14.67 10.98
N 15.13 -12.27 10.58
N 14.69 -11.17 9.83
B 16.50 -12.29 11.41
N 17.50 -11.35 10.64
N 17.08 -10.09 9.99
C 17.97 -9.95 8.99
C 17.99 -8.92 7.90
C 18.97 -10.94 9.03
C 18.65 -11.79 10.10
C 19.53 -12.81 10.81
N 16.02 -11.41 12.64
N 15.55 -10.05 12.43
C 15.51 -9.46 13.66
C 14.88 -8.16 14.03
C 15.95 -10.37 14.62
C 16.29 -11.57 13.97
C 16.79 -12.86 14.47
H 12.20 -10.89 7.68
H 13.57 -9.80 7.76
H 13.67 -11.27 6.82
H 12.78 -13.59 8.74
H 13.59 -15.22 10.72
H 15.34 -15.27 10.63
H 14.61 -14.58 12.06
H 16.93 -13.45 11.60
H 16.94 -8.64 7.69
H 18.61 -8.09 8.21
H 18.47 -9.41 7.01
H 19.78 -11.04 8.29
H 18.92 -13.59 11.23
H 20.22 -13.31 10.11
H 20.23 -12.26 11.53
H 14.46 -7.64 13.19
H 14.10 -8.30 14.81
H 15.65 -7.63 14.56
H 15.92 -10.15 15.68
H 17.58 -13.31 13.85
H 17.28 -12.79 15.51
H 15.93 -13.53 14.58
C 15.05 -7.60 6.46
P 15.06 -7.30 8.26
C 13.53 -6.29 8.44
C 16.37 -5.97 8.32
C 16.71 -5.58 9.77
P 16.74 -7.09 10.98
C 16.49 -6.02 12.42
C 18.59 -7.47 11.02
H 16.07 -7.48 6.07
H 14.28 -7.05 5.94
H 14.80 -8.67 6.32
H 13.16 -6.00 7.45
H 13.55 -5.49 9.19
H 12.74 -7.00 8.81
H 15.84 -5.12 7.81
H 17.30 -6.32 7.72
H 16.04 -4.87 10.15
H 17.74 -5.20 9.94
H 16.93 -5.06 12.17
H 17.01 -6.42 13.29
H 15.41 -5.88 12.67
H 19.12 -6.96 11.79
H 19.07 -7.18 10.05
H 18.66 -8.54 11.20
C 10.27 -8.71 9.51
N 10.49 -9.43 10.74
C 10.00 -10.83 10.73
P 11.68 -8.95 11.75
O 13.07 -8.91 11.06
N 11.22 -7.41 12.12
C 12.19 -6.34 12.28
C 9.80 -7.04 12.26
N 11.71 -9.90 13.12
C 11.39 -9.34 14.46
C 12.27 -11.28 13.06
H 10.73 -9.20 8.65
H 10.81 -7.73 9.52
H 9.23 -8.57 9.31
H 9.05 -10.81 10.25
H 9.85 -11.10 11.78
H 10.68 -11.53 10.24
H 12.91 -6.46 11.50
H 12.65 -6.36 13.26
H 11.65 -5.38 12.16
H 9.19 -7.90 12.14
H 9.53 -6.33 11.46
H 9.64 -6.64 13.24
H 10.61 -8.57 14.43
H 12.26 -9.01 14.98
H 11.05 -10.23 15.05
H 12.41 -11.59 12.02
H 11.62 -12.01 13.52
H 13.18 -11.26 13.63
C 12.23 -14.69 1.44
Ge 13.00 -14.00 3.17
C 11.97 -14.52 4.77
C 13.29 -12.08 3.02
C 14.82 -14.89 3.22
Se 16.01 -14.18 4.68
C 15.93 -15.70 5.94
H 12.50 -15.74 1.22
H 12.60 -14.04 0.63
H 11.08 -14.57 1.39
H 11.19 -13.71 4.99
H 12.66 -14.56 5.63
H 11.55 -15.51 4.50
H 13.77 -11.67 3.91
H 12.22 -11.70 2.98
H 13.83 -11.78 2.12
H 15.33 -14.56 2.31
H 14.76 -16.01 3.24
H 16.69 -16.39 5.55
H 14.92 -16.11 5.89
H 16.24 -15.28 6.91
*
```


Below is a cluster of 2 separate species, CH10N2Si2 in total at a distorted geometry, with properties calculated with ωB97M-V/def2-TZVPD.

Its structure (SMILES) is C=[SiH2].N[SiH2]N. For the energy relative to the best compared isomer or geometry (same formula, charge and spin), the calculation gives 46.9 kcal/mol. As for the orbital gap: 0.3400 Ha. The calculation puts the HOMO energy at -0.328 Ha.

Structure (ORCA input):
```
! wB97M-V def2-TZVPD RIJCOSX def2/J DEFGRID3
* xyz 0 1
C -2.06 -0.79 0.41
Si -3.33 -1.93 0.38
H -1.20 -0.59 -0.27
H -2.28 -0.03 1.15
H -3.48 -3.21 -0.53
H -4.50 -1.93 1.28
N 1.20 0.88 1.30
Si 1.74 1.60 -0.27
N 2.28 0.42 -1.41
H 1.92 0.30 1.60
H 0.44 0.13 1.15
H 2.88 2.50 -0.12
H 0.40 2.02 -0.67
H 3.19 0.76 -1.70
H 1.99 -0.51 -1.19
*
```


Below is the ion C4H8NO2 with charge -1 at a distorted geometry, with properties calculated with ωB97M-V/def2-TZVPD.

Its structure (SMILES) is CC(C)NC(=O)[O-]. For the energy relative to the best compared isomer or geometry (same formula, charge and spin), the calculation gives 9.0 kcal/mol. As for the orbital gap: 0.2981 Ha. The calculation puts the HOMO energy at -0.145 Ha.

Structure (ORCA input):
```
! wB97M-V def2-TZVPD RIJCOSX def2/J DEFGRID3
* xyz -1 1
C -0.40 -1.05 0.76
C -0.53 0.07 -0.28
C -0.22 -0.43 -1.71
N 0.19 1.31 0.00
C 1.25 1.23 1.05
O 1.09 2.04 1.96
O 2.16 0.40 0.87
H -0.76 -1.98 0.29
H -0.97 -0.87 1.67
H 0.60 -1.21 1.15
H -1.61 0.26 -0.32
H -0.81 -1.32 -1.85
H -0.40 0.39 -2.38
H 0.81 -0.80 -1.74
H -0.40 1.95 0.52
*
```